Record 1
Molecular formula: C50H115N5O10
Method: DFT, the ωB97M-V functional and the def2-TZVPD basis

CARTESIAN COORDINATES (ANGSTROEM)
C -3.0017 7.4627 -3.3217
C -3.4847 6.0696 -3.6535
C -4.9905 5.9043 -3.8185
C -2.8109 5.6968 -4.9943
C -2.8038 4.1961 -5.2737
C -2.1984 3.4368 -4.1136
C -2.9168 3.6797 -2.7900
C -4.2482 2.9392 -2.8239
C -2.1029 3.0091 -1.6615
N -2.9396 5.1350 -2.6239
O -3.5041 5.4649 -1.3667
H -3.2616 8.1537 -4.1360
H -3.4116 7.9726 -2.4472
H -1.9176 7.5907 -3.3054
H -5.3436 6.8073 -4.3293
H -5.2834 5.0289 -4.3857
H -5.4984 5.9166 -2.8526
H -3.2615 6.2002 -5.8497
H -1.7483 5.9521 -4.9335
H -3.8018 3.7910 -5.4810
H -2.3022 4.0347 -6.2314
H -1.1973 3.8669 -3.9651
H -2.0482 2.3784 -4.3332
H -4.1233 1.8735 -2.6385
H -4.7067 3.0588 -3.8067
H -4.9891 3.3199 -2.1162
H -1.9669 1.9592 -1.9118
H -2.5816 3.1670 -0.6970
H -1.0960 3.4362 -1.6217
H -2.7811 5.8612 -0.8694
C -4.2408 -1.7009 0.1563
C -5.0998 -0.7399 0.9653
C -5.5848 0.4782 0.1518
C -6.4313 -1.4272 1.2925
C -6.2439 -2.4252 2.4567
C -5.6274 -1.7977 3.6950
C -4.3091 -1.0623 3.3814
C -3.9652 -0.2149 4.6239
C -3.1676 -2.0980 3.2596
N -4.4436 -0.2221 2.1905
O -3.2666 0.4711 1.8855
H -3.2059 -1.3410 0.0736
H -4.0432 -2.6302 0.6920
H -4.5587 -1.7791 -0.8824
H -6.1584 1.1704 0.7673
H -4.7835 1.1401 -0.2060
H -6.1049 0.1619 -0.7519
H -7.1944 -0.7216 1.6292
H -6.8963 -2.0201 0.5058
H -7.1745 -2.9227 2.7504
H -5.6843 -3.2791 2.0596
H -5.4243 -2.6001 4.4051
H -6.3003 -1.0704 4.1524
H -3.0094 0.2707 4.4218
H -3.9109 -0.8480 5.5049
H -4.7633 0.5203 4.7516
H -3.5079 -3.0333 2.8006
H -2.8213 -2.3766 4.2570
H -2.2985 -1.8069 2.6662
H -3.4757 1.3957 2.0593
C 2.6439 -0.7630 5.4062
C 1.8322 0.1410 4.4456
C 1.0717 -0.7873 3.5022
C 0.8398 0.9234 5.2676
C 1.3981 2.1649 5.9758
C 2.2699 2.9585 5.0090
C 3.3579 2.2201 4.1742
C 3.7071 3.1477 2.9993
C 4.5763 1.8695 5.0431
N 2.6771 1.0220 3.6319
O 3.4729 0.3034 2.7090
H 2.0607 -1.6554 5.6405
H 3.5143 -1.2052 4.9059
H 2.9694 -0.2676 6.3178
H 0.3406 -1.4281 4.0012
H 0.5318 -0.3094 2.6799
H 1.7199 -1.4957 2.9741
H 0.0324 1.3389 4.6515
H 0.3284 0.3495 6.0435
H 0.5717 2.7684 6.3415
H 2.0358 1.8246 6.7989
H 2.7455 3.7980 5.5241
H 1.6548 3.4229 4.2319
H 4.3140 2.5851 2.2866
H 4.3766 3.9193 3.3839
H 2.8448 3.5678 2.4928
H 5.2505 2.7250 5.0469
H 5.1327 1.0592 4.5605
H 4.3066 1.5301 6.0392
H 4.0259 -0.2442 3.2965
C 2.7106 4.3354 -5.5553
C 3.5724 3.6039 -4.5131
C 4.9770 4.1780 -4.5711
C 2.9789 3.8067 -3.1268
C 1.6981 3.0063 -2.8520
C 1.9430 1.5042 -3.1073
C 2.7394 1.1324 -4.3880
C 3.4475 -0.1688 -4.0997
C 1.7216 0.9367 -5.5255
N 3.7136 2.1622 -4.7500
O 4.4642 1.8216 -5.8874
H 2.8004 3.7711 -6.4865
H 1.6516 4.4354 -5.3129
H 3.0906 5.3469 -5.7040
H 5.6388 3.5311 -3.9945
H 5.3041 4.2212 -5.6121
H 5.0516 5.2082 -4.2189
H 3.6959 3.5016 -2.3552
H 2.6406 4.8356 -2.9741
H 1.3625 3.1736 -1.8319
H 1.0321 3.4132 -3.6187
H 0.9396 1.0837 -3.1894
H 2.4661 1.0693 -2.2579
H 4.2940 0.0088 -3.4295
H 3.8852 -0.6932 -4.9552
H 2.8083 -0.9281 -3.6450
H 0.9684 0.2251 -5.1810
H 2.1546 0.6285 -6.4790
H 1.2124 1.8660 -5.8016
H 5.2654 1.4357 -5.5151
C 2.5208 -7.4527 0.7734
C 1.0781 -7.1604 1.2703
C 0.2545 -8.4392 1.1486
C 1.1882 -6.7138 2.7323
C -0.1149 -6.1236 3.2460
C -0.3921 -4.8854 2.4065
C -0.5025 -5.1552 0.9294
C -1.8804 -5.7619 0.5500
C -0.3856 -3.7849 0.2205
N 0.5986 -6.0135 0.4926
O 0.5886 -6.2342 -0.8948
H 2.4573 -7.8338 -0.2484
H 3.0383 -6.4933 0.7310
H 3.0941 -8.1564 1.3738
H 0.0198 -8.6287 0.0954
H 0.8723 -9.2893 1.4393
H -0.7047 -8.3736 1.6593
H 1.6584 -7.4420 3.3964
H 1.9495 -5.9216 2.6983
H -0.9232 -6.8566 3.2199
H 0.0252 -5.9107 4.3093
H 0.3321 -4.0832 2.5570
H -1.3642 -4.4806 2.7128
H -2.7093 -5.0529 0.6468
H -2.0736 -6.6033 1.2182
H -1.9595 -6.0628 -0.4950
H -1.3116 -3.2392 0.4303
H -0.2469 -3.8234 -0.8541
H 0.3809 -3.1957 0.7228
H 1.4454 -5.8758 -1.1856
C 0.1129 2.4255 1.5740
O 1.3020 1.8935 1.0786
H 0.1458 3.4886 1.8474
H -0.6177 2.3718 0.7566
H -0.3289 1.8211 2.3740
H 1.8340 1.5051 1.7963
C 4.6170 -0.0586 -0.4057
O 5.6003 0.6879 0.3386
H 5.2063 -0.8479 -0.8778
H 3.8356 -0.5011 0.2056
H 4.1622 0.4986 -1.2222
H 5.3074 0.6608 1.2549
C 3.4058 -3.2521 0.9467
O 4.3095 -4.2531 0.5476
H 3.1823 -2.5117 0.1751
H 2.4668 -3.5843 1.3939
H 3.9063 -2.6592 1.7197
H 3.9449 -4.6683 -0.2474
C -0.4324 -0.4400 -0.5624
O 0.8808 -0.9550 -0.7945
H -0.4415 -0.1378 0.4875
H -0.5692 0.4362 -1.1989
H -1.1858 -1.2049 -0.7196
H 1.4650 -0.3424 -0.3299
C 2.0877 -3.7947 -2.5665
O 2.8208 -4.8677 -2.0005
H 2.6236 -3.2128 -3.3212
H 1.1611 -4.1588 -3.0109
H 1.8343 -3.0163 -1.8437
H 3.6152 -5.0644 -2.5026

SMILES: CC1(C)CCCC(C)(C)N1O.CC1(C)CCCC(C)(C)N1O.CC1(C)CCCC(C)(C)N1O.CC1(C)CCCC(C)(C)N1O.CC1(C)CCCC(C)(C)N1O.CO.CO.CO.CO.CO
Highest occupied orbital energy (eV): -7.774
Total energy (eV): -81632.8150

***

Record 2
Molecular formula: C3H6NOP
Method: DFT, the ωB97M-V functional and the def2-TZVPD basis

CARTESIAN COORDINATES (ANGSTROEM)
C 0.4710 1.5117 -1.1202
C -1.1394 -1.6496 -0.2763
C 1.3238 1.4909 0.0118
N -0.3984 1.3978 -1.8767
O -0.2383 -1.1399 0.7269
P -0.2365 0.4994 1.3876
H -1.6247 -1.0229 -0.9513
H -1.8893 -2.3239 0.2594
H -0.6281 -2.3887 -0.9326
H 2.3223 1.0937 -0.0558
H 1.3344 2.4492 0.4644
H 0.7033 0.0823 2.3629

Highest occupied orbital energy (eV): -9.425
Total energy (eV): -16032.3258

***

Computed HOMO-LUMO gap, in the same sequence as the records: 8.16, 9.52 eV.
Computed energy relative to the best compared isomer or geometry (same formula, charge and spin), in the same sequence as the records: 0.000, 1.880 eV.
Computed LUMO, in the same sequence as the records: 0.388, 0.092 eV.